# 1
DFT (ωB97M-V/def2-TZVPD) results for a cluster of 21 separate species, C18H58N2O21S2 in total at a distorted geometry.

Geometry (Å):
O: -0.239 2.475 -1.380
N: -0.022 0.552 1.598
S: -2.300 6.264 0.790
S: 0.741 -1.858 0.726
C: 0.165 1.783 -0.463
C: 0.479 -0.151 0.569
C: -0.798 6.149 -0.102
C: -2.179 4.680 1.463
C: -0.170 4.974 0.197
C: -0.990 4.125 1.047
C: -0.681 2.868 1.725
C: -0.283 1.788 0.996
C: 1.785 -1.644 -4.126
C: 0.527 -1.678 -3.621
C: 2.710 -0.767 -3.554
C: 0.150 -0.892 -2.489
C: 2.345 0.036 -2.458
C: 1.122 -0.091 -1.844
N: 0.708 0.537 -0.621
C: -2.449 -5.965 1.678
C: -1.014 -2.446 0.969
C: -2.434 -4.449 1.674
C: -0.965 -3.877 1.478
H: -0.467 6.988 -0.724
H: -2.957 4.166 2.043
H: 0.779 4.675 -0.134
H: -0.883 2.696 2.761
H: 2.101 -2.301 -4.925
H: -0.134 -2.513 -3.994
H: 3.715 -0.805 -3.965
H: -0.828 -1.133 -1.983
H: 3.084 0.705 -2.009
H: -3.371 -6.324 2.163
H: -2.453 -6.257 0.616
H: -1.520 -6.362 2.140
H: -1.457 -1.822 1.721
H: -1.641 -2.323 0.074
H: -2.761 -4.187 2.688
H: -3.122 -4.044 1.003
H: -0.471 -4.586 0.826
H: -0.464 -3.847 2.513
O: 6.158 -0.212 -5.344
H: 6.050 -1.215 -5.421
H: 5.273 0.220 -5.575
O: 3.825 -0.182 -6.663
H: 3.510 -1.143 -6.631
H: 4.157 0.010 -7.599
O: 4.988 2.429 -0.898
H: 4.794 3.099 -0.166
H: 4.562 2.764 -1.753
O: -1.223 4.717 4.584
H: -1.019 4.459 5.540
H: -0.376 5.080 4.167
O: -1.712 -6.228 -1.701
H: -0.985 -5.561 -1.928
H: -1.437 -6.719 -0.860
O: -1.963 -7.086 4.533
H: -1.138 -6.584 4.835
H: -2.752 -6.454 4.582
O: -0.575 2.847 -4.086
H: 0.256 2.553 -4.582
H: -0.462 2.604 -3.110
O: 2.670 -2.534 -7.459
H: 1.843 -3.064 -7.216
H: 2.681 -2.409 -8.463
O: 1.574 -3.563 4.083
H: 2.049 -2.785 4.522
H: 2.107 -3.838 3.268
O: 0.180 9.204 -0.354
H: 0.446 9.184 -1.330
H: 0.796 8.584 0.154
O: -1.903 7.716 -2.998
H: -1.186 7.004 -3.057
H: -1.458 8.620 -3.094
O: -3.891 5.236 4.524
H: -4.289 5.071 3.609
H: -2.885 5.153 4.450
O: 3.658 3.186 -3.141
H: 3.264 4.116 -3.093
H: 3.143 2.660 -3.835
O: -2.961 2.708 -1.394
H: -3.222 2.055 -0.667
H: -1.984 2.942 -1.273
O: -0.277 -7.739 0.085
H: 0.579 -7.590 -0.434
H: -0.084 -7.576 1.065
O: -2.804 0.345 2.745
H: -1.830 0.554 2.567
H: -3.146 1.002 3.435
O: -4.144 -5.571 4.586
H: -4.815 -5.393 3.849
H: -3.983 -4.704 5.081
O: 0.242 -0.126 4.354
H: -0.161 0.745 4.675
H: 0.696 0.045 3.466
O: 2.572 1.362 2.351
H: 3.230 0.674 2.006
H: 1.739 1.316 1.778
O: -0.907 -2.443 4.932
H: -0.451 -1.548 4.809
H: -0.376 -3.139 4.423

Properties
LUMO level (eV): -1.54
E (Eh): -3206.440138
HOMO energy (eV): -8.98



# 2
DFT (ωB97M-V/def2-TZVPD) results for a structure of composition C4H8O2.

Geometry (Å):
C: -1.776 0.154 0.318
C: 0.198 -0.300 0.978
C: 0.604 -1.149 -0.190
O: 0.928 -0.201 -1.212
C: 1.390 0.923 -0.534
O: 0.837 0.875 0.797
H: -2.484 -0.678 0.356
H: -2.177 1.050 0.795
H: -1.461 0.360 -0.703
H: -0.927 -0.239 1.345
H: 1.502 -1.724 0.082
H: -0.164 -1.828 -0.560
H: 2.486 0.929 -0.431
H: 1.044 1.827 -1.041

Properties
LUMO level (eV): 0.98
E (Eh): -307.529157
HOMO energy (eV): -8.01



# 3
DFT (ωB97M-V/def2-TZVPD) results for a cluster of 2 separate species, C6H17NO in total at a distorted geometry.

Geometry (Å):
C: 3.148 -0.388 -1.441
C: 2.545 0.280 -0.246
C: 1.340 -0.537 0.281
C: 0.023 0.244 -0.100
C: -0.291 1.201 1.027
N: -1.371 0.660 1.881
C: -2.523 1.529 1.927
H: 2.603 -0.330 -2.408
H: 3.242 -1.456 -1.356
H: 4.241 -0.222 -1.669
H: 3.301 0.588 0.480
H: 2.234 1.307 -0.472
H: 1.295 -1.555 -0.096
H: 1.289 -0.509 1.371
H: -0.787 -0.445 -0.219
H: 0.197 0.809 -1.028
H: -0.625 2.153 0.604
H: 0.615 1.406 1.653
H: -0.946 0.407 2.766
H: -3.033 1.215 0.994
H: -3.283 1.263 2.685
H: -2.270 2.598 1.979
O: -2.292 -2.590 -2.774
H: -3.057 -3.206 -2.714
H: -2.484 -1.845 -2.175

Properties
LUMO level (eV): 0.87
E (Eh): -368.740365
HOMO energy (eV): -8.69
Structure (SMILES): CCCCCNC.O



# 4
DFT (ωB97M-V/def2-TZVPD) results for a cluster of 6 separate species, C27H46N6O10 in total at a distorted geometry.

Geometry (Å):
C: 3.380 -1.713 0.313
C: 3.719 -0.189 0.136
O: 4.841 0.210 0.348
O: 2.652 0.597 -0.214
C: 3.032 1.725 -1.031
C: 1.677 2.297 -1.684
C: 0.394 1.615 -1.100
C: -0.089 1.881 0.269
C: -1.314 1.170 0.799
C: -1.972 0.232 -0.083
C: -1.481 0.012 -1.467
C: -0.318 0.688 -1.984
C: -2.459 -1.010 -2.117
O: -2.729 -1.181 -3.266
N: -3.009 -1.684 -0.939
O: -1.988 -2.581 -0.553
C: -3.210 -0.687 0.121
O: -4.075 -0.634 0.929
H: 2.263 -1.833 0.207
H: 3.639 -2.088 1.329
H: 3.828 -2.308 -0.519
H: 3.400 2.536 -0.348
H: 3.788 1.470 -1.809
H: 1.631 3.411 -1.626
H: 1.765 2.041 -2.776
H: 0.521 2.600 0.863
H: -1.699 1.315 1.828
H: -0.004 0.486 -3.029
H: -1.677 -3.003 -1.376
C: 9.045 1.694 -3.302
N: 7.637 2.037 -3.277
C: 6.666 1.541 -2.462
C: 7.083 0.504 -1.449
O: 5.516 1.941 -2.573
H: 9.628 2.597 -3.112
H: 9.294 1.309 -4.293
H: 9.293 0.946 -2.555
H: 7.299 2.725 -3.933
H: 6.225 0.174 -0.843
H: 7.493 -0.367 -1.965
H: 7.830 0.927 -0.774
C: 1.338 5.516 4.608
N: 0.325 4.747 3.915
C: -0.635 5.200 3.062
C: -0.671 6.684 2.789
O: -1.425 4.421 2.551
H: 2.322 5.146 4.311
H: 1.211 5.372 5.683
H: 1.271 6.576 4.379
H: 0.299 3.745 4.058
H: -1.480 6.905 2.097
H: -0.847 7.233 3.716
H: 0.270 7.006 2.338
C: 1.303 -2.043 3.301
N: 0.770 -0.718 3.052
C: 0.999 0.422 3.753
C: 1.922 0.328 4.943
O: 0.466 1.472 3.416
H: 1.860 -2.366 2.423
H: 0.470 -2.729 3.468
H: 1.959 -2.061 4.167
H: 0.146 -0.590 2.267
H: 2.014 1.307 5.409
H: 1.516 -0.369 5.678
H: 2.913 0.000 4.625
C: -4.927 -7.029 1.030
N: -3.687 -7.040 1.779
C: -2.912 -5.978 2.138
C: -3.380 -4.609 1.715
O: -1.884 -6.153 2.775
H: -5.712 -7.474 1.645
H: -4.797 -7.629 0.127
H: -5.223 -6.022 0.749
H: -3.322 -7.928 2.090
H: -2.674 -3.859 2.064
H: -3.437 -4.552 0.627
H: -4.357 -4.395 2.153
C: -5.183 -1.260 -4.623
N: -6.227 -1.521 -5.597
C: -7.470 -0.971 -5.666
C: -7.835 0.041 -4.608
O: -8.242 -1.297 -6.554
H: -4.302 -0.892 -5.148
H: -4.935 -2.195 -4.120
H: -5.490 -0.527 -3.883
H: -6.043 -2.189 -6.330
H: -8.848 0.397 -4.781
H: -7.792 -0.417 -3.618
H: -7.155 0.894 -4.653

Properties
LUMO level (eV): -0.34
E (Eh): -2137.294590
HOMO energy (eV): -9.07
Structure (SMILES): CC(=O)OCCc1ccc2c(c1)C(=O)N(O)C2=O.CNC(C)=O.CNC(C)=O.CNC(C)=O.CNC(C)=O.CNC(C)=O



# 5
DFT (ωB97M-V/def2-TZVPD) results for a structure of composition C30H56InN6O2 at a distorted geometry.

Geometry (Å):
C: 2.704 1.428 1.604
C: 1.332 1.963 0.829
O: 1.339 2.506 -0.396
O: 0.066 1.789 1.573
C: -0.732 3.026 1.590
C: -2.139 2.662 2.412
C: -3.448 2.602 1.426
C: -3.556 1.260 0.491
In: -2.782 -0.645 1.436
H: 2.750 0.245 1.450
H: 3.683 1.955 1.235
H: 2.508 1.609 2.755
H: -0.095 3.843 2.179
H: -0.929 3.463 0.522
H: -2.002 1.739 3.118
H: -2.310 3.599 3.131
H: -4.453 2.811 2.021
H: -3.342 3.523 0.674
H: -4.719 1.084 0.286
H: -3.066 1.406 -0.562
H: -3.751 -1.265 2.813
H: -1.036 -0.555 1.945
H: -2.834 -1.941 0.146
C: -8.151 -3.657 1.605
C: -7.883 -2.832 2.860
C: -8.142 -1.338 2.656
C: -7.227 -0.803 1.566
N: -6.469 -0.359 0.662
H: -7.486 -3.372 0.784
H: -7.982 -4.719 1.806
H: -9.187 -3.534 1.269
H: -6.844 -2.990 3.174
H: -8.524 -3.199 3.670
H: -7.949 -0.793 3.586
H: -9.185 -1.163 2.370
C: 6.156 5.649 -1.782
C: 5.372 4.466 -2.340
C: 4.313 3.942 -1.369
C: 4.980 3.471 -0.087
N: 5.533 3.080 0.977
H: 6.718 5.374 -0.883
H: 6.880 6.007 -2.520
H: 5.486 6.479 -1.530
H: 6.075 3.662 -2.593
H: 4.884 4.771 -3.272
H: 3.770 3.105 -1.820
H: 3.587 4.727 -1.130
C: -6.378 -8.337 -1.157
C: -6.568 -6.915 -1.675
C: -7.157 -5.972 -0.624
C: -8.524 -6.477 -0.190
N: -9.657 -6.895 0.170
H: -7.331 -8.796 -0.877
H: -5.929 -8.967 -1.931
H: -5.718 -8.350 -0.282
H: -7.221 -6.944 -2.557
H: -5.600 -6.524 -2.005
H: -7.262 -4.964 -1.040
H: -6.500 -5.913 0.250
C: 8.533 1.210 -6.232
C: 7.398 0.860 -5.275
C: 6.058 1.469 -5.692
C: 6.169 2.984 -5.718
N: 6.261 4.242 -5.740
H: 8.718 2.288 -6.263
H: 9.463 0.730 -5.910
H: 8.307 0.869 -7.249
H: 7.665 1.203 -4.268
H: 7.297 -0.230 -5.227
H: 5.276 1.178 -4.983
H: 5.766 1.111 -6.685
C: -1.044 -5.485 0.363
C: -1.421 -6.432 -0.771
C: -2.888 -6.311 -1.185
C: -3.784 -6.648 -0.004
N: -4.528 -6.928 0.975
H: -1.606 -5.703 1.276
H: 0.019 -5.586 0.605
H: -1.232 -4.442 0.083
H: -1.206 -7.462 -0.460
H: -0.785 -6.219 -1.638
H: -3.105 -6.999 -2.009
H: -3.109 -5.293 -1.526
C: 6.827 7.490 4.592
C: 6.136 6.150 4.360
C: 6.816 5.309 3.278
C: 6.793 6.059 1.955
N: 6.774 6.681 0.859
H: 6.799 8.119 3.697
H: 6.324 8.042 5.392
H: 7.874 7.346 4.882
H: 5.090 6.333 4.086
H: 6.129 5.586 5.299
H: 6.293 4.355 3.159
H: 7.855 5.095 3.552

Properties
LUMO level (eV): 1.92
E (Eh): -1845.470768
Charge: -1
HOMO energy (eV): -4.44



# 6
DFT (ωB97M-V/def2-TZVPD) results for a structure of composition C2H4KLiO2 at a distorted geometry.

Geometry (Å):
O: -0.206 -0.065 -0.974
C: -0.382 0.250 0.387
C: 0.702 -0.363 1.219
O: 1.760 -0.706 0.718
H: -1.348 -0.186 0.707
H: -0.496 1.288 0.757
H: 0.587 -0.300 2.317
Li: 1.710 -0.410 -1.216
K: -1.250 1.730 -2.799
H: -1.077 -1.237 -1.116

Properties
2S+1: 2
LUMO level (alpha / beta) (eV): -3.90 / -4.25
E (Eh): -836.281230
Charge: +1
HOMO energy (alpha / beta) (eV): -9.30 / -13.74



# 7
DFT (ωB97M-V/def2-TZVPD) results for a structure of composition C14H11Cl3CuN4O6S.

Geometry (Å):
Cu: -0.564 -1.284 -2.097
O: 3.765 -0.966 1.194
S: 3.837 -0.142 0.006
O: 5.078 0.528 -0.266
N: 3.286 -0.958 -1.271
C: 2.093 -0.518 -1.652
O: 1.357 -1.101 -2.471
C: 1.616 0.711 -0.904
C: 0.447 1.439 -1.069
C: 0.220 2.503 -0.198
C: 1.142 2.824 0.798
C: 2.316 2.093 0.951
C: 2.521 1.042 0.079
H: -0.285 1.203 -1.843
H: -0.689 3.083 -0.304
H: 0.944 3.659 1.461
H: 3.039 2.337 1.719
Cl: -4.906 -0.874 -4.506
C: -4.541 -0.333 -2.835
Cl: -5.362 1.217 -2.556
Cl: -5.193 -1.528 -1.688
C: -2.972 -0.219 -2.686
O: -2.488 0.897 -2.562
O: -2.408 -1.346 -2.737
C: -1.685 0.653 2.840
N: -0.860 -0.299 2.102
C: 0.324 -0.710 2.614
C: 1.130 -1.552 1.951
C: 0.690 -1.954 0.648
N: -0.435 -1.537 0.106
C: -1.292 -0.725 0.823
O: -2.356 -0.335 0.395
N: 1.486 -2.780 -0.077
H: -1.925 0.258 3.828
H: -2.599 0.803 2.278
H: -1.165 1.606 2.946
H: 0.581 -0.311 3.589
H: 2.099 -1.843 2.339
H: 2.477 -2.725 0.126
H: 1.278 -2.817 -1.068

Properties
LUMO level (eV): 2.58
E (Eh): -4630.008922
Charge: -1
HOMO energy (eV): -5.15



# 8
DFT (ωB97M-V/def2-TZVPD) results for an isolated molecule of C20H23N5O3 at a distorted geometry.

Geometry (Å):
C: -3.110 0.781 0.045
N: -2.868 -0.635 -0.133
C: -3.594 -1.506 0.770
N: -1.542 -0.969 -0.414
C: -1.344 -1.557 -1.667
N: -2.460 -2.073 -2.264
C: -0.091 -1.672 -2.181
C: 0.110 -2.312 -3.406
N: 0.250 -2.820 -4.429
C: 1.075 -1.039 -1.474
C: 1.314 0.405 -1.880
C: 0.346 1.165 -2.526
C: 0.568 2.499 -2.834
C: 1.762 3.102 -2.493
C: 2.729 2.343 -1.843
N: 3.976 2.968 -1.473
O: 4.141 4.126 -1.802
O: 4.780 2.310 -0.852
C: 2.520 1.006 -1.540
C: 0.788 -1.056 0.013
C: -0.477 -0.914 0.471
C: -0.764 -0.770 1.934
C: 0.453 -0.258 2.717
C: 0.152 -0.324 4.215
C: 0.764 1.190 2.329
C: 1.640 -1.161 2.386
C: 1.933 -1.211 0.903
O: 3.057 -1.402 0.482
H: -4.153 0.979 -0.205
H: -2.929 1.146 1.064
H: -2.474 1.337 -0.642
H: -3.499 -1.234 1.828
H: -3.245 -2.528 0.632
H: -4.651 -1.461 0.504
H: -2.373 -2.314 -3.237
H: -3.339 -1.690 -1.955
H: 1.997 -1.602 -1.657
H: -0.591 0.709 -2.809
H: -0.195 3.067 -3.343
H: 1.962 4.138 -2.717
H: 3.294 0.444 -1.038
H: -1.594 -0.084 2.097
H: -1.056 -1.749 2.331
H: 1.005 0.032 4.786
H: -0.063 -1.345 4.525
H: -0.706 0.298 4.464
H: -0.067 1.843 2.589
H: 1.647 1.538 2.858
H: 0.953 1.280 1.261
H: 2.543 -0.835 2.903
H: 1.427 -2.185 2.709

Properties
LUMO level (eV): -0.31
E (Eh): -1275.314920
HOMO energy (eV): -8.40
Structure (SMILES): CN(C)N1C(N)=C(C#N)[C@@H](c2cccc([N+](=O)[O-])c2)C2=C1CC(C)(C)CC2=O



# 9
DFT (ωB97M-V/def2-TZVPD) results for an isolated molecule of C6H14N2O3 at a distorted geometry.

Geometry (Å):
N: 1.630 -1.159 -1.277
C: 0.922 0.150 -1.234
C: -0.617 -0.023 -1.249
C: -1.239 -0.558 0.024
N: -2.629 0.037 0.171
C: -0.390 -0.319 1.262
O: 0.569 -1.341 1.471
C: 0.292 1.064 1.121
O: -0.671 2.059 0.855
C: 1.361 0.994 0.015
O: 2.527 0.450 0.576
H: 1.240 -1.708 -0.522
H: 1.427 -1.671 -2.122
H: 1.251 0.687 -2.127
H: -0.957 -0.611 -2.105
H: -1.063 0.950 -1.379
H: -1.245 -1.656 -0.052
H: -3.184 -0.189 -0.662
H: -3.139 -0.427 0.921
H: -1.095 -0.273 2.127
H: 1.438 -0.992 1.764
H: 0.789 1.250 2.075
H: -1.516 1.598 0.736
H: 1.568 2.000 -0.369
H: 2.734 -0.311 -0.018

Properties
LUMO level (eV): 0.74
E (Eh): -572.244019
HOMO energy (eV): -9.56
Structure (SMILES): N[C@H]1C[C@H](N)[C@@H](O)[C@H](O)[C@H]1O